No. 1
{
  "formula": "C20H66O13",
  "method": "ωB97M-V/def2-TZVPD",
  "species": ["C", "O", "H", "H", "H", "H", "C", "O", "H", "H", "H", "H", "C", "O", "H", "H", "H", "H", "C", "O", "H", "H", "H", "H", "C", "O", "H", "H", "H", "H", "C", "O", "H", "H", "H", "H", "C", "C", "O", "H", "H", "H", "H", "H", "H", "C", "C", "O", "H", "H", "H", "H", "H", "H", "C", "C", "O", "H", "H", "H", "H", "H", "H", "C", "C", "O", "H", "H", "H", "H", "H", "H", "C", "C", "O", "H", "H", "H", "H", "H", "H", "C", "C", "O", "H", "H", "H", "H", "H", "H", "C", "C", "O", "H", "H", "H", "H", "H", "H"],
  "xyz": [[1.72152, -3.88296, -0.90970], [1.43010, -3.22446, 0.32604], [2.80119, -3.90486, -1.05787], [1.33712, -4.90093, -0.84576], [1.20776, -3.36489, -1.71947], [1.56142, -3.87792, 1.01693], [4.55063, -0.87521, -0.32766], [5.24920, 0.25345, -0.79727], [3.78894, -0.57063, 0.39010], [4.04448, -1.45445, -1.09993], [5.25149, -1.59804, 0.08995], [4.62853, 0.91533, -1.11077], [-0.62232, 3.54574, 1.67935], [-1.30614, 2.67609, 0.77072], [-0.54782, 2.95904, 2.59495], [0.35669, 3.83354, 1.29617], [-1.16423, 4.47124, 1.87393], [-1.45648, 1.87243, 1.27385], [0.34058, -0.09363, -0.76304], [0.36525, -0.71324, 0.50523], [-0.56307, 0.51192, -0.83240], [1.28940, 0.42496, -0.90056], [0.23329, -0.77909, -1.60371], [0.90496, -1.50342, 0.42825], [2.40200, 1.87644, 1.52855], [1.76504, 0.82445, 2.23685], [2.25116, 2.79410, 2.09711], [3.46118, 1.63741, 1.43308], [1.98057, 2.11048, 0.55094], [1.18247, 0.34969, 1.63951], [-0.47328, 4.59795, -1.95996], [-0.44696, 3.19798, -1.70506], [-1.29372, 5.10127, -1.44843], [0.53086, 4.97091, -1.75821], [-0.49877, 4.85912, -3.01791], [-0.70264, 2.91766, -0.82320], [-3.75109, 1.15491, -1.15006], [-4.48013, 1.51836, 0.15511], [-5.68920, 2.14734, -0.24455], [-2.74599, 0.75181, -1.02596], [-3.56091, 2.05733, -1.73106], [-4.28843, 0.43520, -1.76763], [-3.90558, 2.19590, 0.78673], [-4.75001, 0.61459, 0.70142], [-5.87428, 2.90367, 0.31698], [5.20124, 3.98008, -0.81528], [3.85138, 3.79815, -1.51053], [3.72761, 2.40872, -1.68015], [5.26644, 5.02944, -0.52773], [5.99300, 3.72819, -1.52082], [5.37514, 3.36490, 0.06756], [3.74135, 4.32843, -2.45647], [3.01764, 4.17906, -0.92073], [3.02893, 2.26635, -2.32294], [-0.23905, 0.29388, -4.23044], [0.60466, 1.54182, -4.44579], [1.30314, 1.81117, -3.28164], [-0.91638, 0.15212, -5.07260], [-0.79991, 0.39025, -3.30079], [0.35034, -0.62079, -4.16654], [-0.01887, 2.37094, -4.78026], [1.33158, 1.32437, -5.22834], [0.74974, 2.30761, -2.67426], [1.51485, -1.97400, 3.91591], [0.84413, -2.96756, 4.91122], [-0.50480, -2.58655, 5.12189], [2.59769, -2.02608, 4.02919], [1.21386, -0.92838, 3.98058], [1.25820, -2.36781, 2.93248], [1.21276, -2.89916, 5.93472], [1.08793, -3.98331, 4.59992], [-1.08891, -3.18388, 4.64902], [-2.52010, -2.39709, -4.14563], [-1.78902, -2.78982, -2.90173], [-1.06136, -4.00296, -3.03311], [-3.18376, -1.56283, -3.91834], [-3.08036, -3.26522, -4.49283], [-1.74486, -2.06654, -4.83691], [-2.41404, -2.83606, -2.00992], [-1.01208, -2.05098, -2.70531], [-0.28871, -3.78465, -3.55937], [-2.10890, -3.71134, 1.06108], [-1.25344, -3.96704, 2.31429], [-2.13619, -4.22483, 3.38432], [-1.43529, -3.29851, 0.31013], [-2.83266, -2.91305, 1.22541], [-2.60265, -4.63369, 0.75518], [-0.63736, -3.08829, 2.50492], [-0.51609, -4.75664, 2.16959], [-2.63270, -5.03498, 3.24743], [-3.35116, 0.45918, 3.61416], [-2.06723, -0.15727, 3.15241], [-1.87661, 0.16296, 1.78860], [-3.44885, 0.28452, 4.68563], [-4.21851, -0.03505, 3.17651], [-3.46123, 1.53947, 3.51953], [-2.03196, -1.24483, 3.21623], [-1.31553, 0.26339, 3.82031], [-1.19779, -0.36240, 1.35870]],
  "mulliken_spin": [1.599, -3.240, -0.081, -0.105, 0.230, 1.172, 0.083, -0.064, 0.024, 0.029, -0.013, 0.007, 0.007, 0.038, 0.001, -0.001, -0.001, -0.004, -0.610, 0.909, 0.069, -0.104, 0.093, 0.114, -0.016, -0.048, 0.005, -0.001, 0.014, 0.005, -0.003, 0.013, -0.002, 0.001, -0.002, -0.003, 0.031, 0.020, -0.012, -0.024, 0.001, 0.000, 0.004, 0.000, 0.003, -0.001, -0.003, -0.017, 0.000, 0.001, 0.000, 0.001, 0.001, 0.002, 0.031, -0.012, -0.002, 0.012, 0.015, 0.030, 0.002, -0.002, 0.003, -0.058, 0.385, -0.063, -0.152, 0.013, 0.072, -0.026, -0.104, 0.048, -0.040, -0.004, -0.260, -0.006, -0.008, 0.017, 0.093, 0.146, 0.105, 0.291, 0.063, -0.687, -0.119, 0.089, -0.050, 0.364, 0.325, 0.150, 0.012, 0.080, 0.169, 0.008, -0.003, 0.006, -0.035, 0.007, -0.028],
  "total_charge": -1,
  "multiplicity": 2,
  "gap_ev": [1.62, 9.25]
}

---

No. 2
{
  "formula": "C20H67N5O11",
  "method": "ωB97M-V/def2-TZVPD",
  "species": ["C", "C", "C", "O", "C", "N", "H", "H", "H", "H", "H", "H", "H", "H", "H", "H", "H", "C", "C", "C", "O", "C", "N", "H", "H", "H", "H", "H", "H", "H", "H", "H", "H", "H", "C", "C", "C", "O", "C", "N", "H", "H", "H", "H", "H", "H", "H", "H", "H", "H", "H", "C", "C", "C", "O", "C", "N", "H", "H", "H", "H", "H", "H", "H", "H", "H", "H", "H", "C", "C", "C", "O", "C", "N", "H", "H", "H", "H", "H", "H", "H", "H", "H", "H", "H", "O", "H", "H", "O", "H", "H", "O", "H", "H", "O", "H", "H", "O", "H", "H", "O", "H", "H"],
  "xyz": [[2.91263, -0.13022, 3.40791], [3.40033, -1.07272, 2.36530], [2.31171, -2.05153, 1.85472], [1.11019, -1.43216, 1.41225], [0.07250, -2.41703, 1.38558], [4.01272, -0.25702, 1.34388], [2.05402, 0.41226, 3.01216], [3.63484, 0.64583, 3.66141], [2.71416, -0.64468, 4.34814], [4.27075, -1.59193, 2.76641], [2.16852, -2.86187, 2.56952], [2.78584, -2.65920, 1.08397], [-0.85798, -2.02056, 0.97924], [-0.23421, -2.69774, 2.39317], [0.26052, -3.23970, 0.69569], [4.51547, -0.91700, 0.76789], [3.31014, 0.11173, 0.71897], [-4.60252, 3.79258, -0.91023], [-3.57593, 3.93002, 0.19942], [-2.15670, 3.56270, -0.26494], [-2.14431, 2.29185, -0.98663], [-2.07277, 1.16992, -0.25588], [-3.57996, 5.32672, 0.60509], [-4.55077, 4.43770, -1.78730], [-5.57994, 4.04433, -0.49869], [-4.60651, 2.77587, -1.30314], [-3.83126, 3.29236, 1.04576], [-1.46707, 3.67128, 0.57214], [-1.81027, 4.28822, -1.00095], [-1.92474, 0.34379, -0.95136], [-3.02022, 1.04226, 0.26771], [-1.28680, 1.11316, 0.49720], [-4.42499, 5.62479, 1.07112], [-3.50584, 5.95941, -0.17869], [-2.61092, -1.70273, 0.50656], [-2.26837, -1.23559, 1.98538], [-3.37175, -0.39522, 2.63380], [-3.27070, 0.86105, 1.99606], [-4.34053, 1.73297, 2.33739], [-1.95141, -2.28895, 2.82316], [-3.61575, -2.12451, 0.52952], [-1.90074, -2.40316, 0.06707], [-2.72445, -0.87411, -0.19244], [-1.30124, -0.73377, 1.95504], [-3.27043, -0.28253, 3.71322], [-4.31918, -0.91800, 2.50274], [-4.38054, 2.65263, 1.75368], [-4.19219, 1.99904, 3.38396], [-5.27512, 1.22940, 2.09029], [-1.42174, -2.91413, 2.23265], [-2.82711, -2.76335, 2.99106], [2.12809, -0.50949, -1.47608], [2.65956, -1.97161, -1.69693], [4.16152, -2.06743, -1.42245], [4.36445, -1.95704, 0.04990], [5.69823, -1.99455, 0.46544], [1.88207, -2.84651, -0.83575], [2.30928, 0.18621, -2.29539], [2.51576, -0.17956, -0.51226], [1.04965, -0.43754, -1.33506], [2.38755, -2.22300, -2.72208], [4.79377, -1.42520, -2.03555], [4.45132, -3.07411, -1.72363], [6.25742, -2.71964, -0.12588], [5.77588, -2.31382, 1.50473], [6.09429, -0.99273, 0.29932], [2.00477, -3.82390, -1.05881], [2.28910, -2.70601, 0.07786], [2.94730, 2.19609, -1.38613], [1.75220, 3.10741, -1.54626], [0.40605, 2.27160, -1.60641], [0.34487, 1.55204, -2.81180], [-0.66760, 0.61271, -2.86843], [1.73318, 4.04495, -0.42039], [2.88577, 1.56653, -0.49846], [3.85968, 2.78833, -1.31593], [3.19291, 1.55603, -2.23352], [1.77066, 3.63401, -2.50043], [-0.51098, 2.82499, -1.40412], [0.39054, 1.54064, -0.79799], [-1.56152, 1.06640, -2.44044], [-0.50480, -0.27721, -2.26044], [-0.85581, 0.21265, -3.86474], [0.82676, 4.48943, -0.38977], [1.71654, 3.31207, 0.27438], [-0.65650, -0.63122, -0.30670], [-0.26845, -1.40374, -0.71762], [-1.59529, -0.71723, -0.47253], [0.10355, -2.37204, -1.32224], [1.04601, -2.29074, -1.17594], [-0.03390, -2.02099, -2.20207], [-2.39088, -1.63555, -1.93454], [-3.27433, -1.27143, -1.99084], [-2.43362, -2.44806, -2.43876], [1.16752, 0.38899, 0.46987], [1.23279, -0.36701, 1.05334], [0.29619, 0.31689, 0.08023], [-0.50426, -1.51178, -3.06234], [-1.30657, -1.22836, -2.62391], [-0.39737, -0.89696, -3.78815], [-0.10974, -4.02543, -0.37500], [-0.10902, -3.22649, -0.90219], [-0.57390, -3.78369, 0.42647]],
  "lowdin_charge": [-0.061, -0.385, -0.103, -0.070, -0.100, 0.055, 0.081, 0.081, 0.078, 0.132, 0.144, 0.092, 0.033, 0.104, 0.011, -0.096, 0.039, -0.058, -0.423, -0.119, -0.218, -0.160, 0.036, 0.082, 0.076, 0.072, 0.057, 0.137, 0.128, 0.055, 0.101, 0.133, 0.070, 0.071, -0.037, -0.392, -0.154, -0.232, -0.060, 0.027, 0.116, 0.086, 0.047, 0.146, 0.133, 0.125, 0.037, 0.108, 0.103, 0.035, 0.099, -0.011, -0.237, -0.059, -0.266, -0.081, 0.115, 0.083, 0.048, 0.080, 0.158, 0.137, 0.121, 0.104, 0.109, 0.117, 0.168, 0.060, -0.073, -0.373, -0.160, -0.096, -0.125, 0.055, 0.053, 0.084, 0.067, 0.132, 0.085, 0.089, 0.107, 0.038, 0.120, 0.053, 0.067, -0.232, -0.115, -0.038, 0.077, -0.199, -0.142, 0.009, 0.137, 0.139, -0.152, -0.177, -0.052, 0.003, -0.037, 0.082, -0.029, -0.321, 0.012],
  "total_charge": 0,
  "de_lowest_kcal_mol": 789.3,
  "gap_ev": 7.52
}